{
  "formula": "C5H10NS",
  "method": "wB97M-V/def2-TZVPD",
  "symbols": ["C", "C", "C", "C", "C", "N", "S", "H", "H", "H", "H", "H", "H", "H", "H", "H", "H"],
  "coordinates": [[-0.5248, -0.0164, -1.5252], [-1.8314, -0.0441, -1.9202], [-0.7456, -0.5064, -0.0613], [-0.1210, -1.8857, 0.2686], [0.8251, 1.4292, 0.6037], [-0.4011, 0.6660, 0.9290], [-2.6416, -0.4119, -0.3521], [0.4959, -0.0065, -2.0823], [-2.2421, 0.0071, -2.8794], [-0.8113, -2.1693, 1.0737], [0.9857, -1.9552, 0.3568], [-0.3573, -2.4176, -0.7306], [0.8098, 2.3995, 1.0498], [1.6708, 0.8007, 0.9013], [0.7658, 1.6357, -0.5136], [-1.2955, 1.1217, 1.0532], [-0.3327, 0.3630, 1.8935]],
  "mulliken_charge": [-0.796, -0.380, 0.454, -0.975, -0.724, -0.154, -0.116, 0.367, 0.482, 0.368, 0.364, 0.303, 0.384, 0.309, 0.318, 0.448, 0.348],
  "multiplicity": 1,
  "relative_energy_kcal_mol": 66.2,
  "smiles": "C[NH2+][C@]1(C)C=CS1",
  "charge": 1
}



{
  "formula": "C38H78BBrClI2N2O46PS10",
  "method": "wB97M-V/def2-TZVPD",
  "symbols": ["C", "C", "C", "C", "C", "N", "C", "C", "Cl", "B", "O", "O", "C", "C", "C", "C", "O", "O", "C", "I", "C", "C", "C", "I", "P", "N", "O", "O", "C", "Br", "C", "C", "H", "H", "H", "H", "H", "H", "H", "H", "H", "H", "H", "H", "H", "H", "H", "H", "H", "H", "H", "H", "H", "H", "H", "H", "H", "H", "H", "H", "H", "H", "H", "H", "H", "H", "H", "H", "H", "H", "C", "C", "O", "S", "O", "O", "O", "H", "H", "H", "H", "C", "C", "O", "S", "O", "O", "O", "H", "H", "H", "H", "C", "C", "O", "S", "O", "O", "O", "H", "H", "H", "H", "C", "C", "O", "S", "O", "O", "O", "H", "H", "H", "H", "C", "C", "O", "S", "O", "O", "O", "H", "H", "H", "H", "C", "C", "O", "S", "O", "O", "O", "H", "H", "H", "H", "C", "C", "O", "S", "O", "O", "O", "H", "H", "H", "H", "C", "C", "O", "S", "O", "O", "O", "H", "H", "H", "H", "C", "C", "O", "S", "O", "O", "O", "H", "H", "H", "H", "C", "C", "O", "S", "O", "O", "O", "H", "H", "H", "H"],
  "coordinates": [[-5.4488, -1.0562, -4.7489], [-5.6961, -1.8470, -3.2963], [-5.4072, -0.7361, -2.1253], [-4.6835, -1.3832, -0.7627], [-3.2967, -0.6142, -0.3370], [-2.0255, -1.3372, -0.4226], [-1.9511, -2.3039, 0.7179], [-1.4355, -1.7435, -1.7126], [-2.0907, -0.5036, -3.0058], [-2.0721, -3.1420, -2.3963], [-2.5673, -3.2036, -3.8189], [-2.1463, -4.4540, -1.7112], [0.2641, -1.7679, -1.7321], [0.8035, -1.3220, -3.1834], [2.2582, -1.6157, -3.7667], [3.6161, -1.3262, -2.9765], [4.7061, -2.1257, -3.6309], [0.6126, -0.9709, -0.5922], [0.9263, 0.3563, -0.5011], [-0.6713, 1.9015, -0.6919], [2.2155, 1.0566, -1.1882], [2.5312, 2.6073, -0.7969], [4.1794, 2.7123, -0.5299], [2.1811, 3.8782, -2.5889], [1.3374, 0.5361, 1.4260], [0.7206, -0.7402, 2.2588], [0.6450, 1.9689, 2.1141], [3.0465, 0.5397, 1.7341], [0.8325, -3.2544, -1.1863], [2.3096, -2.9949, 0.2165], [1.2006, -4.3670, -2.3048], [2.7918, -4.8834, -2.2714], [-5.3583, -1.7994, -5.6515], [-4.4821, -0.3671, -4.6568], [-6.3555, -0.2901, -4.8607], [-5.0798, -2.8384, -3.2049], [-6.8572, -2.1244, -3.3037], [-4.7937, 0.2094, -2.5063], [-6.4731, -0.2958, -1.8162], [-5.5059, -1.2326, 0.0903], [-4.5716, -2.5672, -0.8441], [-3.3662, 0.4789, -0.8141], [-3.4837, -0.3344, 0.8154], [-2.3727, -1.8933, 1.7585], [-0.7972, -2.4730, 0.9879], [-2.5339, -3.3210, 0.5708], [-3.1614, -4.0308, -3.9001], [-3.0972, -4.5781, -1.3941], [0.6500, -0.1388, -3.2781], [0.0982, -1.8548, -3.9918], [2.3410, -2.7223, -4.2127], [2.3329, -0.9506, -4.7642], [3.6521, -1.4600, -1.8258], [3.9319, -0.1936, -3.1846], [5.5816, -1.7308, -3.3265], [2.2439, 1.0191, -2.3820], [3.1764, 0.4285, -0.8577], [2.0356, 3.0196, 0.1718], [4.7863, 1.8798, -1.0838], [4.5839, 3.7800, -0.8291], [4.3087, 2.6441, 0.6526], [1.5212, -1.2638, 2.7263], [1.3294, 2.6969, 2.2252], [3.2396, 1.2938, 2.3768], [0.0381, -3.7995, -0.4793], [0.5951, -5.3753, -2.0839], [0.8578, -4.0920, -3.4176], [3.0130, -5.5474, -3.2116], [2.9360, -5.5721, -1.3140], [3.5613, -4.0073, -2.2363], [-4.7431, 0.0428, 5.5955], [-3.5081, -0.3224, 4.7762], [-3.9317, -1.3736, 3.9111], [-5.5031, -1.1498, 3.5355], [-5.5704, -0.4894, 2.2508], [-6.2219, -2.3667, 3.8335], [-5.8421, -0.0505, 4.6907], [-4.9061, -0.6763, 6.4047], [-4.6778, 1.0510, 6.0135], [-2.6750, -0.6505, 5.4023], [-3.1857, 0.5185, 4.1531], [0.3752, -2.7934, 4.8315], [-0.2594, -4.1618, 5.0652], [-0.3085, -4.3133, 6.4820], [-0.5174, -2.8468, 7.1648], [-1.9253, -2.6777, 7.4486], [0.5143, -2.6536, 8.1570], [-0.1516, -1.9493, 5.8538], [1.4624, -2.8373, 4.9527], [0.1360, -2.3907, 3.8437], [0.3168, -4.9712, 4.6106], [-1.2867, -4.1896, 4.6868], [-7.4117, 3.0515, -6.3952], [-7.9802, 4.2435, -5.6299], [-7.4636, 4.1183, -4.3069], [-5.9867, 3.4297, -4.3777], [-4.9956, 4.4816, -4.3282], [-5.9706, 2.2907, -3.4896], [-6.0787, 2.8897, -5.9132], [-7.9688, 2.1364, -6.1698], [-7.4088, 3.2180, -7.4757], [-9.0727, 4.2484, -5.6184], [-7.6165, 5.1889, -6.0463], [7.5878, -2.0153, 1.8610], [6.8587, -1.9165, 3.1983], [6.3977, -0.5694, 3.2734], [6.0598, -0.0403, 1.7680], [4.6378, -0.1838, 1.5478], [6.7691, 1.1988, 1.5492], [6.8231, -1.2267, 0.9508], [8.5914, -1.5828, 1.9264], [7.6594, -3.0465, 1.5050], [7.5085, -2.1495, 4.0452], [5.9835, -2.5746, 3.2195], [-7.0888, 5.2235, -1.2120], [-7.7234, 3.8551, -0.9783], [-7.7725, 3.7036, 0.4385], [-7.9814, 5.1701, 1.1213], [-9.3893, 5.3393, 1.4051], [-6.9497, 5.3634, 2.1135], [-7.6156, 6.0676, -0.1897], [-6.0016, 5.1796, -1.0908], [-7.3280, 5.6262, -2.1999], [-7.1472, 3.0457, -1.4329], [-8.7507, 3.8274, -1.3567], [5.3963, 5.5867, -6.9766], [4.7302, 5.3020, -5.6331], [3.3295, 5.3822, -5.8867], [3.0379, 4.8855, -7.4127], [2.6318, 3.4985, -7.3659], [2.2721, 5.9076, -8.0874], [4.5751, 4.9473, -7.9523], [5.4075, 6.6601, -7.1914], [6.4167, 5.1966, -7.0224], [5.0242, 6.0184, -4.8623], [4.9536, 4.2863, -5.2899], [-1.1274, -9.6136, -2.8640], [-1.6959, -8.4216, -2.0987], [-1.1794, -8.5468, -0.7757], [0.2975, -9.2354, -0.8465], [1.2886, -8.1835, -0.7970], [0.3137, -10.3745, 0.0416], [0.2055, -9.7755, -2.3820], [-1.6846, -10.5287, -2.6386], [-1.1246, -9.4471, -3.9445], [-2.7884, -8.4167, -2.0872], [-1.3323, -7.4763, -2.5151], [7.1411, 1.2804, -2.2884], [8.5101, 0.8215, -2.7832], [8.6993, 1.4880, -4.0293], [7.9528, 2.9372, -3.9736], [8.9403, 3.9410, -3.6445], [7.0735, 3.0425, -5.1148], [7.0490, 2.6585, -2.6457], [6.3365, 0.7416, -2.7990], [7.0307, 1.1586, -1.2075], [8.5642, -0.2620, -2.9134], [9.3044, 1.1461, -2.1027], [-0.5117, 5.0437, 6.5122], [0.7232, 4.6784, 5.6929], [0.2996, 3.6273, 4.8277], [-1.2718, 3.8511, 4.4521], [-1.3391, 4.5115, 3.1675], [-1.9906, 2.6341, 4.7502], [-1.6107, 4.9504, 5.6074], [-0.6747, 4.3245, 7.3214], [-0.4465, 6.0518, 6.9301], [1.5564, 4.3504, 6.3190], [1.0456, 5.5193, 5.0698], [3.7368, 1.0412, 9.3031], [2.3741, 0.7694, 8.6716], [1.5896, 1.9230, 8.9659], [2.5653, 3.2292, 9.0134], [2.4927, 3.8934, 7.7309], [2.3520, 3.9135, 10.2674], [3.9842, 2.4303, 9.0926], [3.7145, 0.8589, 10.3824], [4.5293, 0.4398, 8.8497], [1.9016, -0.1307, 9.0720], [2.4543, 0.6844, 7.5827]],
  "mulliken_charge": [-0.565, -0.252, -0.203, 0.296, -0.827, 0.748, 0.510, -0.654, -0.108, 0.843, -0.769, -0.583, 0.781, -0.795, -1.170, 0.229, -0.616, 0.817, -2.122, 0.153, 0.815, -0.363, -0.220, 0.112, -0.007, 0.142, -0.150, 0.202, -0.517, -0.098, 0.270, -1.072, 0.329, 0.038, 0.085, -0.016, 0.381, -0.043, 0.323, 0.153, -0.047, 0.129, 0.131, -0.214, -0.529, 0.062, 0.315, 0.291, 0.495, 0.291, 0.349, 0.344, -0.061, 0.201, 0.346, 0.567, -0.742, 0.154, -0.203, 0.430, 0.064, 0.021, 0.225, 0.182, 0.499, -0.277, 0.361, 0.327, 0.275, 0.172, -0.442, -0.058, -0.176, 0.933, -0.441, -0.614, -0.353, 0.309, 0.335, 0.162, 0.280, 0.629, -0.381, -0.367, 1.114, -0.531, -0.573, -0.233, 0.168, -0.418, 0.333, 0.298, -0.347, -0.375, -0.324, 1.022, -0.613, -0.327, -0.323, 0.237, 0.348, 0.340, 0.307, -0.427, -0.358, -0.326, 0.863, -0.272, -0.675, -0.274, 0.325, 0.338, 0.334, 0.248, -0.240, 0.086, -0.296, 1.045, -0.556, -0.499, -0.355, 0.312, 0.238, -0.008, 0.292, -0.314, -0.214, -0.249, 1.064, -0.532, -0.539, -0.310, 0.312, 0.284, 0.292, 0.234, -0.336, -0.125, -0.283, 1.044, -0.446, -0.560, -0.313, 0.288, 0.313, 0.338, 0.080, 0.286, -0.348, -0.348, 1.048, -0.575, -0.527, -0.209, 0.040, -0.071, 0.357, 0.356, -0.359, -0.307, -0.174, 0.976, -0.570, -0.354, -0.341, 0.264, 0.323, 0.363, 0.318, -0.309, -0.201, -0.286, 1.025, -0.572, -0.545, -0.325, 0.311, 0.301, 0.289, 0.188],
  "multiplicity": 1,
  "energy_ha": -13042.322337
}



{
  "formula": "C51H35AsBBrF2N5S6Tl",
  "method": "wB97M-V/def2-TZVPD",
  "symbols": ["Tl", "S", "C", "C", "C", "C", "C", "C", "N", "C", "C", "C", "C", "C", "C", "C", "C", "N", "C", "C", "C", "C", "C", "S", "C", "H", "H", "H", "H", "H", "H", "H", "H", "H", "H", "H", "H", "S", "C", "C", "C", "C", "C", "C", "As", "C", "C", "C", "C", "C", "C", "C", "C", "C", "C", "C", "C", "H", "H", "H", "H", "H", "H", "H", "H", "H", "H", "H", "H", "H", "H", "Br", "C", "C", "C", "N", "C", "C", "H", "H", "H", "H", "F", "B", "F", "S", "C", "S", "C", "N", "N", "C", "C", "C", "C", "C", "C", "S", "H", "H", "H", "H", "H"],
  "coordinates": [[-0.4734, 0.8208, 0.1064], [-3.4767, -3.8066, 2.0897], [-4.4258, -5.1454, 2.5321], [-4.5864, -6.0134, 1.4940], [-3.9261, -5.5709, 0.3178], [-3.2666, -4.3874, 0.4886], [-2.4774, -3.6198, -0.4938], [-1.8618, -2.4066, -0.1190], [-1.2386, -1.6150, -0.9587], [-1.1620, -1.9532, -2.2537], [-1.6970, -3.1470, -2.7318], [-1.5841, -3.4549, -4.1357], [-0.9787, -2.6034, -4.9938], [-0.4462, -1.3458, -4.5334], [0.1612, -0.4072, -5.3890], [0.5864, 0.8051, -4.9032], [0.3737, 1.0510, -3.5306], [-0.1419, 0.1746, -2.7060], [-0.5478, -1.0158, -3.1798], [1.2419, 1.8554, -5.7069], [1.7198, 3.0531, -5.2656], [2.2828, 3.8497, -6.3053], [2.2276, 3.2405, -7.5178], [1.4878, 1.7011, -7.4091], [-2.3726, -3.9757, -1.8135], [-4.8093, -5.2197, 3.5389], [-5.1492, -6.9357, 1.5623], [-3.9192, -6.1311, -0.6090], [-1.9150, -2.0606, 0.9124], [-2.0124, -4.3865, -4.4913], [-0.9066, -2.8361, -6.0507], [0.2733, -0.6516, -6.4417], [0.6493, 2.0093, -3.0828], [1.6789, 3.3634, -4.2234], [2.6981, 4.8367, -6.1472], [2.5684, 3.6081, -8.4748], [-2.8280, -4.8914, -2.1744], [-1.1406, 0.2049, 3.0204], [-1.1700, -1.4340, 3.6794], [-2.2582, -1.7626, 4.5201], [-2.2978, -2.9229, 5.2724], [-1.2440, -3.8272, 5.2169], [-0.2035, -3.5703, 4.3394], [-0.1664, -2.4310, 3.5335], [1.2711, -2.2370, 2.2075], [1.1899, -3.9158, 1.2213], [0.2568, -4.9073, 1.4419], [0.0321, -5.9907, 0.5750], [0.6332, -5.9188, -0.7111], [1.5903, -5.0042, -1.0143], [2.2202, -4.1762, 0.0948], [2.8035, -2.6082, 3.4230], [3.3390, -3.8817, 3.5830], [4.3738, -4.1085, 4.4876], [4.8841, -3.0623, 5.2484], [4.3589, -1.7843, 5.0915], [3.3314, -1.5649, 4.1832], [-3.0665, -1.0442, 4.5847], [-3.1480, -3.1155, 5.9214], [-1.2300, -4.7125, 5.8430], [0.6072, -4.2851, 4.2723], [-0.4051, -4.8123, 2.2904], [-0.6713, -6.7783, 0.8303], [0.2652, -6.5749, -1.5027], [1.9706, -4.9018, -2.0293], [3.0840, -4.7550, 0.5437], [2.9294, -4.7013, 2.9981], [4.7775, -5.1080, 4.6039], [5.6899, -3.2388, 5.9527], [4.7483, -0.9620, 5.6820], [2.9172, -0.5672, 4.0719], [6.5811, 2.7599, 0.8422], [4.8455, 2.0319, 0.6059], [4.0066, 1.8970, 1.6938], [2.7578, 1.3403, 1.4682], [2.3428, 0.9389, 0.2693], [3.1671, 1.0886, -0.7638], [4.4392, 1.6286, -0.6513], [4.3054, 2.2100, 2.6835], [2.0531, 1.2016, 2.2844], [2.8077, 0.7496, -1.7280], [5.0784, 1.7347, -1.5173], [3.8269, -2.2327, 0.3109], [3.0003, -2.9624, -0.4527], [3.0294, -2.6370, -1.7584], [-3.3453, 6.6089, -3.8019], [-2.1102, 6.1846, -2.7500], [-1.1872, 4.7372, -2.8922], [-0.2638, 5.0706, -1.4111], [-0.6581, 6.1886, -0.8753], [-1.6615, 6.8034, -1.6367], [-2.1287, 8.0381, -1.0928], [-2.1987, 8.1535, 0.2909], [-2.6219, 9.3420, 0.8634], [-2.9701, 10.4230, 0.0637], [-2.8759, 10.3048, -1.3159], [-2.4523, 9.1187, -1.8999], [0.9542, 4.0066, -0.8803], [-1.9096, 7.3069, 0.8976], [-2.6803, 9.4217, 1.9414], [-3.3084, 11.3494, 0.5119], [-3.1292, 11.1452, -1.9500], [-2.3745, 9.0309, -2.9723]],
  "mulliken_charge": [0.687, 0.203, -0.476, -0.640, -0.609, 0.543, 0.592, -0.583, 0.131, -0.768, 1.411, -1.056, -1.044, 1.378, -0.732, 0.962, -0.527, 0.125, -0.999, 0.372, -0.394, -0.657, -0.329, -0.237, -0.670, 0.456, 0.375, 0.368, 0.119, 0.399, 0.380, 0.415, -0.168, 0.396, 0.383, 0.418, 0.319, -0.447, -0.105, -0.631, -0.592, -0.668, -0.219, 0.086, 0.773, 0.469, 0.206, -1.091, -0.152, -1.457, -0.039, 0.379, -0.025, -0.885, -0.349, -0.632, -0.598, 0.359, 0.352, 0.357, 0.363, 0.134, 0.317, 0.311, 0.323, -0.148, 0.362, 0.382, 0.340, 0.364, 0.319, -0.230, 0.069, -0.522, -0.423, 0.362, -0.410, -0.552, 0.457, 0.385, 0.435, 0.461, -0.169, 0.606, -0.301, -0.419, 0.071, -0.037, 0.038, -0.860, 0.602, 0.266, -0.275, -0.528, -0.401, -0.559, -0.460, -0.155, 0.483, 0.335, 0.359, 0.339, 0.335],
  "multiplicity": 1,
  "relative_energy_kcal_mol": 0.0,
  "charge": -2
}



These records have max |F| values of 3.2, 10.5, 0.5 eV/A, in the order they appear.